Density functional theory data (the ωB97M-V functional and the def2-TZVPD basis) for the molecule C5H10O2.

SMILES string: OC[C@H]1CCOC1
Relative energy (zero: lowest compared OMol25 entry of this formula, charge and spin) (kcal per mole): 35.91
E_LUMO (eV): 0.88
Charge: 0
HOMO level (eV): -9.5

Last column: natural (NBO) charge in e.
Geometry (Å):
O (2.2547, 0.0214, 1.1150)  -0.7251
C (1.6291, -0.5495, -0.0211)  -0.0486
C (0.1512, -0.3424, 0.2282)  -0.2671
C (-0.3158, 1.1074, 0.1131)  -0.4256
C (-1.8212, 0.9038, 0.0484)  -0.0640
O (-2.0147, -0.2785, -0.7204)  -0.5341
C (-0.8344, -1.0731, -0.6862)  -0.0617
H (3.2101, 0.0490, 0.9914)  0.4717
H (1.9431, -0.0554, -0.9562)  0.1595
H (1.8626, -1.6227, -0.1203)  0.1616
H (-0.0174, -0.6736, 1.2600)  0.2106
H (0.0131, 1.7225, 0.9540)  0.2287
H (0.0547, 1.5597, -0.8173)  0.1984
H (-2.3621, 1.7213, -0.4373)  0.1885
H (-2.2291, 0.7705, 1.0629)  0.1606
H (-0.4498, -1.1868, -1.7114)  0.1667
H (-1.0739, -2.0734, -0.3029)  0.1798